1.
The following is a quantum chemistry calculation of a cluster of 2 separate species, C9H14 in total, from OMol25.

SMILES: Cc1ccccc1.CC
HOMO-LUMO gap (eV): 10.03
Spin multiplicity: 1
DFT total energy (eV): -9559.90805
Energy relative to the best compared isomer or geometry (same formula, charge and spin) (kJ/mol): 26.4
LUMO level (eV): 1.0
Maximum force (eV/A): 1.3
HOMO energy (eV): -9.03

Each line ends with the Löwdin charge.
Atoms and positions in Å:
1 C 1.7897 -2.7283 -0.7385  -0.06
2 C 0.7208 -1.9117 -0.0879  -0.28
3 C 0.6391 -1.6499 1.2592  -0.06
4 C -0.4049 -0.8847 1.7804  -0.09
5 C -1.3706 -0.3560 0.9538  -0.11
6 C -1.3201 -0.6102 -0.4135  -0.10
7 C -0.2822 -1.3645 -0.9113  -0.06
8 H 1.4073 -3.7521 -0.8637  0.09
9 H 2.7418 -2.8053 -0.2207  0.08
10 H 1.9532 -2.4801 -1.7843  0.07
11 H 1.3986 -1.9972 1.9582  0.11
12 H -0.5173 -0.8278 2.8549  0.10
13 H -2.2182 0.2091 1.3279  0.10
14 H -2.0227 -0.1545 -1.0979  0.10
15 H -0.2259 -1.6234 -1.9622  0.11
16 C 0.5026 4.2028 -0.3949  -0.17
17 C -0.7415 3.5944 -1.0405  -0.16
18 H 0.2894 4.7668 0.5120  0.06
19 H 1.2357 3.4328 -0.1640  0.06
20 H 1.0084 4.9127 -1.0535  0.06
21 H -1.5920 4.2714 -0.9640  0.06
22 H -0.5862 3.4444 -2.1115  0.06
23 H -0.9875 2.6436 -0.5747  0.04

=====

2.
The following is a quantum chemistry calculation of a cluster of 11 separate species, C5H33NO10S2 in total, from OMol25.

SMILES: CCNCCCSS.O.O.O.O.O.O.O.O.O.O
HOMO-LUMO gap (eV): 9.01
Spin multiplicity: 1
DFT total energy (eV): -49355.54012
Energy relative to the best compared isomer or geometry (same formula, charge and spin) (kJ/mol): 95.3
LUMO level (eV): 0.0
Maximum force (eV/A): 3.3
HOMO energy (eV): -9.00

Each line ends with the Löwdin charge.
Atoms and positions in Å:
1 C 1.3149 -0.9900 2.1729  -0.06
2 C 0.7061 0.3614 1.7851  -0.24
3 N -0.5691 0.1619 1.0637  -0.07
4 C -0.6296 1.1600 -0.0539  -0.22
5 C -1.8643 0.9473 -0.9030  -0.22
6 C -1.4268 0.2589 -2.2088  -0.60
7 S -0.9641 1.3527 -3.5313  0.47
8 S 1.0442 1.6889 -3.4359  0.33
9 H 2.2120 -1.2629 1.6413  0.04
10 H 0.6673 -1.8761 2.2309  0.05
11 H 1.6079 -1.0639 3.2283  0.09
12 H 1.4334 0.9689 1.2488  0.08
13 H 0.5158 0.8513 2.7287  0.09
14 H -0.6300 -0.7181 0.5582  0.08
15 H -0.5502 2.1342 0.3964  0.11
16 H 0.2980 1.0494 -0.5867  0.05
17 H -2.3935 1.8790 -1.1233  0.11
18 H -2.6248 0.4090 -0.3253  0.10
19 H -2.2544 -0.3976 -2.5113  0.08
20 H -0.7547 -0.5571 -1.9310  0.06
21 H 1.3918 2.6023 -2.5004  -0.18
22 O -1.8326 2.1196 3.0759  -0.05
23 H -1.9367 1.5966 3.8839  0.08
24 H -1.5506 1.4774 2.3888  0.02
25 O 1.8231 -3.4474 -0.1664  -0.06
26 H 1.3483 -3.7151 0.6457  0.02
27 H 2.6356 -3.9826 -0.1669  0.07
28 O 1.7778 2.9041 0.5569  -0.09
29 H 2.7154 3.0373 0.7659  0.06
30 H 1.2635 3.2018 1.3328  -0.01
31 O -1.1251 -2.7897 -0.9295  -0.05
32 H -1.3398 -3.6465 -1.3212  0.08
33 H -0.2096 -2.7458 -0.6305  0.01
34 O -0.4855 -3.5314 1.5886  -0.04
35 H -0.5975 -2.6011 1.4692  -0.02
36 H -1.1089 -4.1833 1.8740  0.07
37 O 4.7741 -0.9687 0.8763  -0.06
38 H 4.3489 -1.8354 0.9428  0.02
39 H 4.1416 -0.4124 0.4104  0.00
40 O -3.5408 -2.3370 0.5306  -0.06
41 H -2.7844 -2.2159 -0.0741  0.01
42 H -4.2478 -1.7719 0.1925  0.06
43 O 0.4632 3.4242 2.8427  -0.07
44 H -0.2909 2.8482 3.1025  0.00
45 H 0.0860 4.3100 2.7452  0.07
46 O -2.4590 -1.2379 2.8020  -0.08
47 H -2.8186 -1.9033 2.1902  -0.01
48 H -1.9672 -0.5633 2.3333  -0.03
49 O 2.3894 -0.2732 -1.0151  -0.06
50 H 1.9354 -1.1196 -0.8913  0.02
51 H 1.7741 0.4058 -0.7123  -0.02

=====

3.
The following is a quantum chemistry calculation of the ion C5H8NO with charge +1, from OMol25.

HOMO-LUMO gap (eV): 8.97
Net charge: +1
Spin multiplicity: 1
DFT total energy (eV): -8842.41637
Energy relative to the best compared isomer or geometry (same formula, charge and spin) (kJ/mol): 226.2
LUMO level (eV): -6.4
Maximum force (eV/A): 4.4
HOMO energy (eV): -15.33

Each line ends with the Löwdin charge.
Atoms and positions in Å:
1 C -2.0718 -0.4555 1.2787  -0.04
2 C -0.8313 0.8068 -0.2705  -0.15
3 C -0.9800 -1.3580 1.2154  -0.01
4 C 0.4162 0.1779 0.2057  -0.25
5 C 1.5400 0.1265 -0.8076  -0.01
6 N -2.0418 0.3424 0.2641  0.16
7 O 0.1640 -1.2279 0.7106  0.11
8 H -2.9684 -0.7057 1.9331  0.17
9 H -0.8471 1.8532 -0.0213  0.17
10 H -0.7849 0.7726 -1.3541  0.15
11 H -1.2655 -2.4586 1.4421  0.20
12 H 0.8936 0.5403 1.1803  0.19
13 H 1.2902 -0.2965 -1.7793  0.10
14 H 2.2884 -0.5805 -0.4964  0.09
15 H 2.0898 1.0547 -0.8315  0.11

=====

4.
The following is a quantum chemistry calculation of the molecule C6H11NO2, from OMol25.

HOMO-LUMO gap (eV): 8.52
Spin multiplicity: 1
DFT total energy (eV): -11981.45822
Energy relative to the best compared isomer or geometry (same formula, charge and spin) (kJ/mol): 464.1
LUMO level (eV): 0.5
Maximum force (eV/A): 0.5
HOMO energy (eV): -8.04

Each line ends with the Löwdin charge.
Atoms and positions in Å:
1 C -0.6895 0.0118 1.3563  -0.07
2 C -0.2684 1.5477 -1.3073  0.00
3 C -1.7917 -0.8702 0.7901  -0.13
4 C 1.0442 0.3499 0.8183  -0.51
5 C 0.8052 -0.6570 -0.1534  -0.14
6 C 0.8369 0.7653 -0.6539  -0.38
7 N 0.8727 -1.9092 -0.5396  0.21
8 O 2.0672 1.0163 -1.3100  0.03
9 O 1.8195 0.6908 1.7314  -0.04
10 H 2.7254 1.1840 -0.6186  0.11
11 H 0.4990 -2.2081 -1.4295  0.13
12 H 1.3160 -2.6103 0.0372  0.13
13 H -0.3609 -0.3397 2.3309  0.10
14 H -0.9949 1.0540 1.4200  0.11
15 H -0.2911 1.3372 -2.3798  0.09
16 H -0.0720 2.6138 -1.1821  0.09
17 H -1.2461 1.3217 -0.8892  0.06
18 H -2.6606 -0.8292 1.4550  0.08
19 H -2.1232 -0.5521 -0.1998  0.06
20 H -1.4878 -1.9167 0.7242  0.06

=====

5.
The following is a quantum chemistry calculation of a cluster of 2 separate species, C3H12N2O in total, from OMol25.

SMILES: NCCCN.O
HOMO-LUMO gap (eV): 10.14
Spin multiplicity: 1
DFT total energy (eV): -8332.02730
Energy relative to the best compared isomer or geometry (same formula, charge and spin) (kJ/mol): 124.9
LUMO level (eV): 0.7
Maximum force (eV/A): 3.3
HOMO energy (eV): -9.48

Each line ends with the Löwdin charge.
Atoms and positions in Å:
1 N -0.2127 -1.7438 -2.2043  -0.01
2 C -0.3819 -0.6349 -1.2430  -0.30
3 C -0.3241 -1.1097 0.2348  -0.19
4 C 0.1973 0.0735 1.0949  -0.31
5 N 0.5818 -0.2994 2.5135  0.00
6 H 0.6992 -2.0017 -2.3697  0.02
7 H -0.3164 -1.3782 -3.1714  0.08
8 H 0.3095 0.2571 -1.3520  0.10
9 H -1.3730 -0.0714 -1.4247  0.13
10 H 0.3370 -1.9496 0.2896  0.09
11 H -1.2562 -1.4442 0.7484  0.12
12 H 1.0642 0.4518 0.6455  0.07
13 H -0.3909 0.9697 0.9674  0.07
14 H -0.2744 -0.5123 2.9503  0.03
15 H 1.0116 0.6040 2.9075  0.10
16 O 0.0011 3.1349 0.1192  -0.06
17 H 0.8192 3.2396 -0.3118  0.01
18 H -0.4912 2.4146 -0.3943  0.06

=====

6.
The following is a quantum chemistry calculation of a cluster of 7 separate species, C35H51N9O3S2 in total, from OMol25.

SMILES: CNCN(CCCSC(=S)N1CCOCC1)C(=O)O.c1cc[nH]c1.c1cc[nH]c1.c1cc[nH]c1.c1cc[nH]c1.c1cc[nH]c1.c1cc[nH]c1
HOMO-LUMO gap (eV): 7.45
Spin multiplicity: 1
DFT total energy (eV): -78342.48888
Energy relative to the best compared isomer or geometry (same formula, charge and spin) (kJ/mol): 0.0
LUMO level (eV): -0.6
Maximum force (eV/A): 2.4
HOMO energy (eV): -8.05

Each line ends with the Löwdin charge.
Atoms and positions in Å:
1 C -4.1612 -3.4975 5.8755  -0.12
2 N -3.3272 -3.1447 4.7253  -0.09
3 C -3.6496 -3.8821 3.5180  -0.20
4 N -4.2651 -3.0794 2.4572  -0.04
5 C -5.4288 -2.3257 2.9109  -0.17
6 C -6.0374 -1.4066 1.8328  -0.21
7 C -6.1876 0.0215 2.3647  -0.49
8 S -6.3734 1.2757 1.0630  0.89
9 C -4.8601 2.2056 1.2201  -1.07
10 S -3.4622 1.4452 0.9488  0.81
11 N -4.9622 3.5533 1.5901  -0.20
12 C -4.1760 4.4579 0.7155  -0.16
13 C -2.9266 4.9632 1.4192  -0.21
14 O -3.2496 5.7327 2.5562  -0.12
15 C -4.4206 5.2474 3.1959  -0.19
16 C -4.6162 3.7612 2.9926  -0.17
17 C -3.2929 -2.2775 1.8658  -0.58
18 O -3.0164 -1.1732 2.1607  0.08
19 O -2.6720 -2.8915 0.8090  0.07
20 H -5.1487 -3.7489 5.5188  0.07
21 H -3.7690 -4.3739 6.3912  0.08
22 H -4.2873 -2.6768 6.5711  0.07
23 H -2.3465 -3.2045 4.9438  0.11
24 H -4.2465 -4.7580 3.7368  0.13
25 H -2.7184 -4.2658 3.1083  0.13
26 H -6.1800 -3.0639 3.1701  0.12
27 H -5.2566 -1.7481 3.8181  0.11
28 H -7.0428 -1.7586 1.6445  0.10
29 H -5.5212 -1.4498 0.8821  0.11
30 H -7.0517 0.0669 3.0115  0.07
31 H -5.3453 0.2805 2.9895  0.06
32 H -3.9469 3.9913 -0.2268  0.11
33 H -4.8008 5.3274 0.5176  0.12
34 H -2.3348 5.5740 0.7511  0.13
35 H -2.3152 4.1056 1.6850  0.09
36 H -4.3640 5.4861 4.2505  0.12
37 H -5.2687 5.7964 2.7915  0.13
38 H -3.7064 3.2344 3.2872  0.12
39 H -5.4275 3.4619 3.6481  0.13
40 H -1.7312 -3.0078 0.9998  0.12
41 C -0.0743 -1.5901 -2.0621  -0.12
42 C 0.6717 -0.5407 -1.4635  -0.10
43 C -0.0003 -0.1667 -0.3325  -0.13
44 N -1.1215 -0.9455 -0.2278  0.02
45 C -1.1755 -1.8164 -1.2745  -0.13
46 H 0.1741 -2.1222 -2.9663  0.07
47 H 1.5933 -0.1112 -1.8207  0.09
48 H 0.2222 0.5867 0.4045  0.10
49 H -1.8076 -0.8841 0.5097  0.07
50 H -1.9867 -2.5184 -1.3703  0.11
51 C 3.4555 1.9051 3.7284  -0.12
52 C 4.1252 0.6770 3.4701  -0.12
53 C 3.1905 -0.2048 3.0017  -0.14
54 N 1.9840 0.4406 2.9686  0.00
55 C 2.1365 1.7269 3.4060  -0.14
56 H 3.8914 2.8160 4.1064  0.09
57 H 5.1730 0.4673 3.6106  0.09
58 H 3.2787 -1.2310 2.6886  0.11
59 H 1.1188 0.0309 2.6670  0.13
60 H 1.2981 2.4013 3.4494  0.11
61 C 4.3090 -2.8253 -5.0751  -0.13
62 C 3.8950 -3.5667 -6.2156  -0.10
63 C 2.5351 -3.4437 -6.3076  -0.13
64 N 2.1131 -2.6598 -5.2682  0.01
65 C 3.1863 -2.2748 -4.5151  -0.14
66 H 5.3170 -2.7107 -4.7090  0.09
67 H 4.5239 -4.1245 -6.8889  0.09
68 H 1.8337 -3.8433 -7.0200  0.11
69 H 1.1591 -2.4043 -5.0879  0.11
70 H 3.0598 -1.6474 -3.6484  0.10
71 C 6.5409 2.1574 -3.8578  -0.11
72 C 6.4791 1.2379 -2.7771  -0.11
73 C 5.9131 0.0853 -3.2559  -0.15
74 N 5.6285 0.2742 -4.5801  0.01
75 C 6.0111 1.5315 -4.9555  -0.14
76 H 6.9304 3.1614 -3.8319  0.09
77 H 6.8128 1.4040 -1.7659  0.08
78 H 5.6894 -0.8495 -2.7692  0.10
79 H 5.2021 -0.4095 -5.1830  0.11
80 H 5.8734 1.8724 -5.9674  0.10
81 C 9.0562 2.5890 2.6235  -0.12
82 C 8.5904 1.8021 1.5357  -0.11
83 C 7.2273 1.9273 1.4964  -0.15
84 N 6.8521 2.7552 2.5179  0.01
85 C 7.9602 3.1657 3.2074  -0.14
86 H 10.0781 2.7169 2.9395  0.09
87 H 9.1878 1.2128 0.8601  0.09
88 H 6.4939 1.5003 0.8333  0.10
89 H 5.9059 3.0184 2.7282  0.12
90 H 7.8733 3.8292 4.0509  0.10
91 C -3.3280 -1.1523 -6.5522  -0.11
92 C -2.6068 -2.3200 -6.9178  -0.11
93 C -1.6950 -2.5589 -5.9247  -0.15
94 N -1.8330 -1.5805 -4.9779  0.01
95 C -2.8275 -0.7217 -5.3511  -0.13
96 H -4.1224 -0.6823 -7.1074  0.09
97 H -2.7425 -2.9146 -7.8057  0.09
98 H -0.9607 -3.3402 -5.8102  0.10
99 H -1.2830 -1.5048 -4.1378  0.09
100 H -3.0923 0.1190 -4.7329  0.11

=====

LUMO level of number 1 (C9H14)?
1.0 eV

=====

What did the third record say?
The following is a quantum chemistry calculation of the ion C5H8NO with charge +1, from OMol25.

HOMO-LUMO gap (eV): 8.97
Net charge: +1
Spin multiplicity: 1
DFT total energy (eV): -8842.41637
Energy relative to the best compared isomer or geometry (same formula, charge and spin) (kJ/mol): 226.2
LUMO level (eV): -6.4
Maximum force (eV/A): 4.4
HOMO energy (eV): -15.33

Each line ends with the Löwdin charge.
Atoms and positions in Å:
1 C -2.0718 -0.4555 1.2787  -0.04
2 C -0.8313 0.8068 -0.2705  -0.15
3 C -0.9800 -1.3580 1.2154  -0.01
4 C 0.4162 0.1779 0.2057  -0.25
5 C 1.5400 0.1265 -0.8076  -0.01
6 N -2.0418 0.3424 0.2641  0.16
7 O 0.1640 -1.2279 0.7106  0.11
8 H -2.9684 -0.7057 1.9331  0.17
9 H -0.8471 1.8532 -0.0213  0.17
10 H -0.7849 0.7726 -1.3541  0.15
11 H -1.2655 -2.4586 1.4421  0.20
12 H 0.8936 0.5403 1.1803  0.19
13 H 1.2902 -0.2965 -1.7793  0.10
14 H 2.2884 -0.5805 -0.4964  0.09
15 H 2.0898 1.0547 -0.8315  0.11

=====

Look up the spin multiplicity of the fifth one.
1